Record 1
This record from the Open Molecules 2025 dataset describes a molecular structure, C13H33AgN3O6 in a non-equilibrium geometry. The level of theory is wB97M-V/def2-TZVPD.

Properties
- LUMO level (spin up / spin down): -2.749 / -2.737 eV
- Spin multiplicity: 2
- ΔE to the lowest compared entry with this formula, charge and spin: 132.1 kcal/mol
- HOMO-LUMO gap (spin up / spin down): 5.026 / 4.890 eV
- E_HOMO (spin up / spin down): -7.8 / -7.6 eV
- Electronic energy: -34762.202 eV

Each line ends with the Löwdin spin population.
Atoms and positions in Å:
Ag: 0.720 -1.876 0.545  -0.0215
C: 2.501 -5.679 -0.664  -0.0031
O: 2.001 -4.854 -1.455  0.1224
O: 2.607 -5.326 0.549  0.5099
O: 3.368 -6.530 -0.857  0.3937
C: -4.233 -0.642 -3.285  0.0000
C: -3.681 0.597 -2.675  0.0000
C: -4.589 1.866 -2.875  0.0000
O: -3.984 3.139 -2.589  0.0000
C: -4.739 4.268 -2.801  0.0000
N: -3.306 0.499 -1.246  0.0000
H: -5.233 -0.777 -2.873  0.0000
H: -3.589 -1.513 -3.164  0.0000
H: -4.486 -0.604 -4.344  0.0000
H: -2.778 0.806 -3.250  0.0000
H: -5.413 1.810 -2.163  0.0000
H: -4.922 1.825 -3.912  0.0000
H: -4.091 5.137 -2.685  0.0000
H: -5.668 4.277 -2.230  0.0000
H: -5.061 4.277 -3.842  0.0000
H: -3.399 1.416 -0.832  0.0000
H: -4.140 0.117 -0.822  0.0000
C: -0.496 -2.728 6.333  0.0000
C: -0.587 -2.820 4.784  0.0000
C: -2.003 -3.410 4.317  0.0000
O: -1.987 -3.574 2.880  -0.0008
C: -3.056 -4.431 2.394  0.0000
N: -0.376 -1.492 4.298  -0.0003
H: 0.325 -2.052 6.572  0.0000
H: -0.364 -3.687 6.836  0.0000
H: -1.380 -2.192 6.679  0.0000
H: 0.189 -3.527 4.492  0.0000
H: -2.896 -2.871 4.632  0.0000
H: -2.071 -4.360 4.846  0.0000
H: -3.902 -4.507 3.077  0.0000
H: -2.619 -5.411 2.204  0.0000
H: -3.468 -3.964 1.500  0.0000
H: -0.957 -0.800 4.749  0.0000
H: 0.453 -1.198 4.795  0.0000
C: 3.586 1.916 -2.945  0.0000
C: 4.551 1.960 -1.679  0.0000
C: 5.397 3.305 -1.749  0.0000
O: 6.483 3.372 -0.813  0.0000
C: 7.314 4.445 -1.074  0.0000
N: 3.687 1.939 -0.479  -0.0001
H: 2.796 2.653 -2.808  0.0000
H: 3.204 0.903 -3.071  0.0000
H: 4.151 2.199 -3.833  0.0000
H: 5.270 1.153 -1.539  0.0000
H: 4.832 4.213 -1.538  0.0000
H: 5.595 3.506 -2.802  0.0000
H: 6.806 5.404 -0.978  0.0000
H: 7.807 4.408 -2.045  0.0000
H: 8.118 4.471 -0.338  0.0000
H: 4.440 2.089 0.177  0.0000
H: 3.268 2.855 -0.404  0.0000

=====

Record 2
This record from the Open Molecules 2025 dataset describes a molecular structure, C13H33BN3O12PS in a non-equilibrium geometry. The level of theory is wB97M-V/def2-TZVPD.

Properties
- LUMO level: 0.371 eV
- Spin multiplicity: 1
- HOMO-LUMO gap: 9.798 eV
- E_HOMO: -9.4 eV
- Electronic energy: -63863.643 eV

Each line ends with the Löwdin charge.
Atoms and positions in Å:
O: 3.174 0.370 1.398  -0.2090
P: 2.369 -0.125 0.289  0.3169
O: 2.735 0.394 -1.191  -0.6329
S: 2.699 2.066 -1.449  0.8829
O: 0.813 0.175 0.364  -0.1934
C: 0.186 0.751 1.537  -0.1983
O: -1.167 0.434 1.466  -0.0437
C: -1.378 -0.959 1.251  -0.2316
O: -2.304 -1.192 0.248  -0.0628
C: -1.818 -1.121 -1.085  -0.1811
C: -2.732 -0.269 -1.937  -0.2296
O: -2.862 1.058 -1.460  -0.0505
O: 2.449 -1.686 0.047  0.0541
B: 1.521 -2.517 -0.624  -0.8378
O: 1.093 -3.671 -0.039  0.1489
O: 1.143 -2.212 -1.897  0.1956
H: 1.473 2.108 -1.992  -0.1009
H: 0.291 1.833 1.550  0.1369
H: 0.670 0.311 2.416  0.1367
H: -0.421 -1.439 1.050  0.1128
H: -1.801 -1.401 2.157  0.1418
H: -1.755 -2.129 -1.511  0.1269
H: -0.817 -0.690 -1.106  0.1091
H: -3.739 -0.693 -1.967  0.1217
H: -2.322 -0.275 -2.956  0.1186
H: -2.108 1.265 -0.895  0.0763
H: 0.687 -3.656 0.858  0.0315
H: 1.682 -1.516 -2.291  0.1047
C: -3.189 3.138 4.352  -0.0081
C: -1.790 2.582 4.221  -0.5467
O: -0.951 3.115 3.517  0.0365
N: -1.497 1.452 4.921  0.0105
C: -2.363 0.686 5.788  -0.0795
H: -3.249 4.028 3.733  0.0829
H: -3.931 2.415 4.010  0.0849
H: -3.415 3.403 5.386  0.0830
H: -0.548 1.136 4.797  0.1358
H: -1.969 0.646 6.805  0.0825
H: -2.477 -0.338 5.427  0.0805
H: -3.348 1.141 5.825  0.0698
C: 4.359 6.083 -4.234  -0.0084
C: 3.846 4.775 -3.678  -0.5492
O: 3.042 4.743 -2.759  -0.0128
N: 4.311 3.627 -4.232  0.0058
C: 5.254 3.476 -5.318  -0.0770
H: 3.888 6.887 -3.677  0.0830
H: 5.442 6.159 -4.125  0.0847
H: 4.112 6.186 -5.291  0.0838
H: 3.937 2.794 -3.801  0.0831
H: 4.807 2.937 -6.155  0.0832
H: 6.141 2.927 -4.994  0.0844
H: 5.572 4.451 -5.674  0.0698
C: -2.594 -5.155 1.637  0.0120
C: -1.396 -4.636 0.884  -0.4622
O: -0.600 -3.858 1.407  0.0201
N: -1.219 -5.043 -0.392  0.0436
C: -2.052 -5.942 -1.162  -0.0585
H: -2.574 -4.724 2.633  0.0865
H: -3.520 -4.865 1.140  0.0909
H: -2.569 -6.242 1.716  0.0892
H: -0.397 -4.656 -0.839  0.1256
H: -1.487 -6.819 -1.481  0.0880
H: -2.443 -5.445 -2.051  0.0871
H: -2.893 -6.278 -0.564  0.0713

=====

Record 3
This record from the Open Molecules 2025 dataset describes a molecular structure, C13H33ClDyIN4P2 in a non-equilibrium geometry. The level of theory is wB97M-V/def2-TZVPD.

Properties
- LUMO level (spin up / spin down): -7.054 / -7.310 eV
- Spin multiplicity: 6
- HOMO-LUMO gap (spin up / spin down): 5.926 / 5.936 eV
- Total charge: +2
- E_HOMO (spin up / spin down): -13.0 / -13.2 eV
- Electronic energy: -83235.534 eV

Each line ends with the Löwdin spin population.
Atoms and positions in Å:
C: -1.649 -1.633 -0.159  -0.0076
I: -2.506 -0.691 2.408  -0.7387
H: -2.397 -2.501 -0.334  0.0008
H: -0.699 -2.350 -0.071  -0.0001
H: -1.374 -1.639 -1.268  -0.0001
Dy: 1.445 2.261 -0.884  5.7882
P: 0.768 -2.275 1.662  -0.0037
C: 2.297 -3.149 2.109  -0.0051
C: 0.113 -1.947 3.329  -0.1349
H: 0.099 -2.768 4.007  -0.0058
H: -0.395 -4.327 2.360  -0.0001
H: -0.918 -1.610 3.088  -0.0550
H: -1.396 -3.261 1.310  -0.0008
H: 3.023 -2.434 2.505  0.0000
H: 0.665 -1.134 3.703  -0.0012
C: -0.406 -3.688 1.468  -0.0007
H: 2.105 -3.924 2.860  -0.0004
H: -0.175 -4.241 0.550  0.0000
H: 2.773 -3.582 1.224  -0.0010
P: -0.928 2.712 -1.756  0.0061
C: 0.370 3.611 -2.728  0.0390
C: -2.280 1.975 -2.670  -0.0057
H: -2.134 2.883 0.400  0.0000
H: -2.120 4.451 -0.463  -0.0002
H: -0.716 3.865 0.459  0.0088
C: -1.524 3.565 -0.234  0.0087
H: -2.879 1.246 -2.056  0.0002
H: -2.960 2.708 -3.156  -0.0010
H: -0.129 4.490 -3.149  0.0017
H: 0.843 3.019 -3.560  0.0024
H: -1.890 1.283 -3.462  -0.0001
H: 1.290 4.059 -2.184  0.0183
Cl: -1.191 0.097 0.139  -0.0281
C: 3.525 -0.890 -0.863  0.0009
N: 2.616 0.347 -1.262  0.0117
C: 2.557 0.192 -2.798  0.0138
N: 3.873 0.353 -3.405  0.0016
C: 4.662 -0.827 -3.063  0.0005
N: 4.851 -0.900 -1.569  -0.0002
C: 5.578 0.416 -1.174  0.0006
N: 4.862 1.575 -1.618  0.0013
C: 3.608 1.682 -0.807  0.0425
C: 4.521 1.631 -3.010  0.0025
H: 3.043 -1.821 -1.226  -0.0001
H: 3.676 -0.857 0.266  0.0002
H: 1.785 0.907 -3.191  0.0066
H: 2.178 -0.826 -2.952  0.0008
H: 5.682 -0.793 -3.517  0.0000
H: 4.118 -1.749 -3.270  0.0000
H: 5.650 0.394 -0.084  0.0000
H: 6.573 0.403 -1.581  -0.0001
H: 3.410 2.810 -1.082  0.0238
H: 3.710 1.396 0.252  0.0071
H: 5.427 1.809 -3.636  -0.0001
H: 3.709 2.372 -3.111  0.0024

=====

Record 4
This record from the Open Molecules 2025 dataset describes a molecular structure, C13H33N4PtSi in a non-equilibrium geometry. The level of theory is wB97M-V/def2-TZVPD.

Properties
- LUMO level: -2.534 eV
- Spin multiplicity: 1
- ΔE to the lowest compared entry with this formula, charge and spin: 15.9 kcal/mol
- HOMO-LUMO gap: 7.885 eV
- Total charge: +1
- E_HOMO: -10.4 eV
- Electronic energy: -31096.256 eV

Each line ends with the Löwdin charge.
Atoms and positions in Å:
Pt: -0.241 0.326 0.198  0.8522
C: -0.267 -2.716 0.586  -0.1906
C: -0.067 -2.229 2.011  -0.1810
N: 0.231 -0.766 2.138  -0.1213
C: 1.599 -0.420 2.628  -0.1564
C: 2.502 0.269 1.607  -0.2131
N: 1.745 1.329 0.974  -0.1742
C: 2.451 2.200 0.040  -0.2026
C: 2.573 1.611 -1.359  -0.1613
C: 1.326 1.793 -2.231  -0.1609
N: 0.106 1.029 -1.856  -0.1658
C: -0.164 -0.170 -2.680  -0.1916
C: 0.767 -1.365 -2.394  -0.1731
N: 1.141 -1.434 -0.985  -0.1251
C: 0.999 -2.717 -0.279  -0.1846
H: -0.999 -2.054 0.117  0.0590
H: -0.699 -3.719 0.620  0.1230
H: 0.741 -2.795 2.480  0.1175
H: -0.978 -2.438 2.573  0.1256
H: -0.463 -0.332 2.732  0.0955
H: 2.103 -1.331 2.950  0.1203
H: 1.504 0.227 3.501  0.1295
H: 2.833 -0.454 0.859  0.1010
H: 3.401 0.647 2.108  0.1327
H: 1.365 1.917 1.709  0.1182
H: 3.448 2.451 0.420  0.1244
H: 1.885 3.131 -0.024  0.1276
H: 2.856 0.558 -1.315  0.0918
H: 3.392 2.128 -1.861  0.1255
H: 1.586 1.521 -3.257  0.1257
H: 1.069 2.853 -2.227  0.1295
H: -0.704 1.638 -1.920  0.0777
H: -0.087 0.063 -3.748  0.1252
H: -1.193 -0.456 -2.466  0.1039
H: 1.659 -1.318 -3.023  0.1235
H: 0.221 -2.263 -2.685  0.1267
H: 2.096 -1.123 -0.896  0.0646
H: 1.886 -2.849 0.346  0.1204
H: 0.974 -3.561 -0.973  0.1194
C: -3.120 2.001 -0.875  -0.2317
Si: -2.510 0.749 0.393  0.3095
C: -3.504 -0.820 0.041  -0.2365
C: -3.022 1.300 2.115  -0.2310
H: -4.177 2.201 -0.682  0.0379
H: -3.048 1.609 -1.894  0.0227
H: -2.592 2.958 -0.831  0.0250
H: -4.568 -0.562 -0.002  0.0346
H: -3.382 -1.573 0.825  0.0202
H: -3.237 -1.274 -0.916  0.0156
H: -4.093 1.521 2.111  0.0362
H: -2.497 2.199 2.443  0.0221
H: -2.854 0.514 2.858  0.0167